(1)
Entry from the Open Molecules 2025 dataset: a cluster of 2 separate species, C4H10O2 in total in a non-equilibrium geometry (the ωB97M-V functional and the def2-TZVPD basis).

For the max |F|, the calculation gives 5.3 eV/Å. The SMILES is C/C=C/CO.O. For the frontier orbital gap, the calculation gives 9.715 eV. As for the LUMO energy: 0.7 eV. The highest occupied orbital energy is -9.0007 eV.

Last column: Mulliken charge in e.
Atoms and positions in Å:
O  -1.90422  0.71004  -0.56470  -0.51
O  -1.52058  -1.89990  1.23664  -0.58
C  -0.78844  1.08542  0.37075  -0.90
C  1.51386  0.62264  -0.72724  -0.28
C  2.76819  -0.21222  -0.69489  -0.97
C  0.41557  0.26989  -0.02327  0.20
H  -2.04852  -2.10321  2.05077  0.32
H  -0.90329  0.86698  1.43846  0.30
H  3.36298  -0.22039  0.25674  0.27
H  -0.66915  2.09721  0.12149  0.36
H  3.46903  0.27986  -1.45920  0.27
H  1.32370  1.48635  -1.32922  0.37
H  -1.49209  -1.02130  1.35385  0.23
H  0.27675  -0.85947  0.19514  0.21
H  2.43938  -1.23703  -0.93254  0.29
H  -1.81539  -0.36443  -0.62309  0.41

(2)
Entry from the Open Molecules 2025 dataset: a cluster of 2 separate species, C31H57BrIN3O5P3S2 in total in a non-equilibrium geometry (the ωB97M-V functional and the def2-TZVPD basis).

For the max |F|, the calculation gives 2.9 eV/Å. As for the total charge: +1. For the frontier orbital gap, the calculation gives 7.981 eV. As for the LUMO energy: -2.5 eV. The highest occupied orbital energy is -10.4385 eV.

Last column: Mulliken charge in e.
Atoms and positions in Å:
I  -0.18529  -2.22482  -2.76468  0.03
Br  -0.60388  -4.44628  0.33203  -0.13
S  1.37803  5.67781  0.36574  -0.28
S  -3.54197  0.35243  2.06228  -0.32
P  2.98754  2.97252  3.11675  0.58
P  -1.85540  1.34382  1.80472  0.02
P  3.60254  0.07265  -0.06915  0.67
O  3.97157  2.66149  4.37037  -0.57
O  3.61284  4.32716  2.47784  -0.58
O  1.67686  3.31966  3.69698  -0.68
O  -2.36299  -2.38198  0.05042  -0.31
O  -6.20179  -2.94046  -4.12262  -0.45
N  1.45367  -0.15528  1.75380  2.03
N  0.98467  3.01057  0.95091  -0.40
N  2.92642  -0.23050  4.60985  -0.27
C  -0.75253  0.54823  0.52836  -0.47
C  5.21428  -0.34210  0.69131  -1.56
C  -4.24324  2.76461  -0.32543  -1.29
C  -1.36537  -2.63480  0.61424  -0.99
C  2.28167  -2.64847  1.16363  -0.77
C  -0.89493  -0.16055  -2.58420  -0.41
C  -2.18494  2.58697  -1.69462  -0.90
C  3.26477  1.65221  1.93358  -2.24
C  3.62376  -4.76733  1.62278  -1.49
C  1.00112  0.35772  3.10055  -0.55
C  0.13777  0.81104  -1.97474  -1.99
C  -0.90616  2.69787  -0.84976  -1.63
C  1.16318  4.18841  0.75919  0.32
C  0.00109  1.44132  -0.53980  2.38
C  0.22604  -0.58699  1.02034  0.00
C  -4.93145  3.21187  0.55392  -0.20
C  2.23118  -1.41597  2.08828  -2.37
C  -5.07830  -2.37598  -3.47951  -0.31
C  -0.64187  -1.71774  1.60521  -0.68
C  3.60694  3.21159  -0.89050  -1.57
C  1.82458  0.32659  4.35660  -1.73
C  1.44241  1.92996  0.04057  1.28
C  -7.30671  -3.25906  -3.29319  -0.32
C  -1.09509  0.20436  -4.10836  -1.43
C  -3.45132  1.85282  -1.18980  0.24
C  3.32504  -0.85085  -1.59392  -1.25
C  2.24826  2.49101  -1.14488  -0.99
C  -7.88582  -2.06233  -2.55792  -0.97
C  3.69829  -3.31002  1.08192  -0.38
C  2.26407  0.90962  0.97199  1.26
C  -4.46134  -3.26745  -2.41498  -0.48
H  -0.25831  3.33108  -1.47822  0.59
H  -7.16636  -1.61747  -1.86830  0.22
H  -4.17626  -4.23106  -2.84157  0.31
H  3.23363  -1.23848  2.47169  1.20
H  -0.14407  -2.43490  2.26957  1.15
H  -5.56577  3.53010  1.34642  0.43
H  -1.12781  3.35732  -0.01040  0.61
H  1.94964  -2.52073  0.12816  -0.03
H  -8.75936  -2.36257  -1.97798  0.39
H  4.60561  -5.24493  1.63303  0.46
H  -8.18639  -1.28841  -3.26615  0.28
H  2.51868  1.74583  -1.89610  0.14
H  1.09679  0.30842  -2.13242  0.00
H  3.69741  0.84373  2.54750  0.50
H  2.35315  -1.34475  -1.70810  -0.09
H  -5.33296  -1.39288  -3.06281  0.24
H  1.36040  0.88172  5.18585  0.42
H  0.03847  -0.05978  3.42787  1.00
H  2.86170  -5.35605  1.10570  0.32
H  3.72746  3.65997  0.09888  0.30
H  3.59837  3.11418  5.13842  0.42
H  -7.03588  -4.05411  -2.58987  0.29
H  3.41919  4.99256  3.15583  0.37
H  -1.44583  -1.33410  2.25530  0.39
H  -2.52190  3.62463  -1.82271  0.70
H  5.60278  -1.25591  0.22743  0.48
H  1.67330  3.21805  -1.72946  1.02
H  -0.99673  1.27920  -4.29233  0.39
H  3.74207  4.01097  -1.62740  0.39
H  -1.90025  -0.18308  -2.16390  0.07
H  0.18756  1.66387  -2.65768  1.21
H  -0.43528  -0.36012  -4.76383  0.47
H  -8.06834  -3.67511  -3.95256  0.36
H  0.59344  -0.92855  0.03735  -0.82
H  3.44655  -0.22391  -2.48955  0.44
H  -1.48948  -0.04766  -0.02812  0.34
H  5.95487  0.43723  0.47289  0.33
H  4.14893  1.99545  1.38105  1.10
H  -2.00590  2.28841  -2.73460  0.19
H  4.44903  2.52873  -1.04019  0.39
H  0.71953  1.40841  2.92983  0.41
H  -3.57508  -2.79458  -1.99359  -0.04
H  -5.15392  -3.46475  -1.59525  0.30
H  -1.31866  1.42731  3.10366  0.31
H  -2.28016  2.65452  1.51659  0.21
H  -2.13405  -0.04852  -4.35469  0.37
H  3.18614  -0.03655  5.57409  0.33
H  -3.33354  0.85913  -0.75310  0.00
H  4.05637  -3.38549  0.05110  0.09
H  1.65402  -3.46564  1.53217  0.88
H  -4.09599  1.71068  -2.07021  0.61
H  1.72015  -1.82450  2.96822  0.91
H  -4.34037  -2.19718  -4.26478  0.23
H  3.32291  -4.67604  2.67747  0.33
H  5.24865  -0.51541  1.77326  0.43
H  4.07254  -1.64640  -1.71340  0.60
H  4.41105  -2.80719  1.74386  0.21

(3)
Entry from the Open Molecules 2025 dataset: a structure of composition C40H44CrN6O5P2S in a non-equilibrium geometry (the ωB97M-V functional and the def2-TZVPD basis).

Its multiplicity is 2. For the max |F|, the calculation gives 2.3 eV/Å. As for the total charge: +3. For the frontier orbital gap (alpha / beta), the calculation gives 5.325 / 5.849 eV. As for the expectation value of S²: 0.776. As for the LUMO energy (alpha / beta): -9.2 / -8.7 eV. The highest occupied orbital energy (alpha / beta) is -14.5126 / -14.5143 eV.

Last column: Mulliken spin population.
Atoms and positions in Å:
Cr  0.49839  0.07553  -0.73561  1.07
S  7.42089  0.48493  -1.79171  0.00
P  -0.80321  0.32653  2.19359  -0.01
P  -1.56681  -2.04527  0.55369  0.00
O  0.40489  0.18973  1.30109  -0.01
O  -1.34751  1.10363  -1.05831  0.00
O  0.69289  -0.13767  -2.73681  -0.02
O  -0.51431  -1.71167  -0.47651  -0.02
O  0.17499  1.78643  -3.73691  0.01
N  2.08199  4.00573  -0.36111  0.00
N  2.45779  -0.31497  -0.51831  0.01
N  0.60069  1.01503  -6.15221  0.00
N  0.54329  2.26403  -0.75861  -0.01
N  -0.15151  4.37243  -0.99091  0.00
N  7.37519  0.09583  0.80639  0.00
C  5.26729  -0.15597  -0.36361  0.00
C  -4.34151  -2.39277  0.17489  0.00
C  -0.36671  -1.08647  -5.49441  0.00
C  4.62229  -0.79767  -1.42781  0.00
C  4.44589  0.35673  0.64709  0.00
C  -0.48741  -0.44207  3.78959  0.00
C  -0.06701  4.20673  2.88209  0.00
C  -1.65341  -3.56917  2.88499  0.00
C  -2.21391  -0.53247  1.41229  0.00
C  -3.94921  -4.31377  -1.79541  0.00
C  3.07849  0.25943  0.52179  -0.01
C  -0.86871  -3.13317  1.82149  0.00
C  0.49869  0.59823  -3.73231  0.00
C  0.44419  -3.57347  1.69219  0.00
C  -1.12431  2.10273  2.38989  0.00
C  -1.11691  -4.43077  3.82449  0.00
C  -5.23491  -3.94087  -1.42721  0.00
C  -0.16231  5.81433  -0.92701  0.00
C  0.01719  2.84073  2.69579  0.00
C  -0.77031  2.18743  -1.05141  0.00
C  3.24319  -0.86307  -1.45921  -0.01
C  -0.45841  0.62813  -7.13561  0.00
C  -1.29791  4.83923  2.77969  0.00
C  6.71549  0.08263  -0.34771  0.00
C  0.19059  -4.87447  3.69579  0.00
C  -0.08041  -1.70667  6.20549  0.00
C  -3.05081  -2.75677  -0.20071  0.00
C  0.87419  -1.80567  5.20579  0.00
C  0.96979  -4.44387  2.63279  0.00
C  -1.31461  3.57223  -1.29531  0.00
C  -2.35931  2.73083  2.30169  0.00
C  -0.53361  -0.88557  -6.99921  0.00
C  0.72149  -0.06597  -5.13021  0.00
C  -2.85821  -3.72447  -1.18131  0.00
C  -2.43811  4.10163  2.49949  0.00
C  -1.23631  -0.96807  6.00389  0.00
C  0.67959  -1.16677  3.99429  0.00
C  -1.44341  -0.33277  4.79379  0.00
C  -5.42971  -2.98197  -0.44471  0.00
C  0.87729  3.57263  -0.70831  0.00
H  2.43689  0.65783  1.29429  0.00
H  -4.51711  -1.64927  0.93669  0.00
H  0.56829  6.24353  -1.61371  0.00
H  -1.84761  -3.98917  -1.46131  0.00
H  1.77069  -2.38127  5.36909  0.00
H  1.98349  -4.79987  2.53089  0.00
H  -2.92881  -0.82067  2.18099  0.00
H  -6.08811  -4.39007  -1.91111  0.00
H  5.21189  -1.22637  -2.22341  0.00
H  1.40989  -1.22677  3.19919  0.00
H  0.81739  4.76473  3.14729  0.00
H  -2.68501  -3.25667  2.96229  0.00
H  -1.72331  -4.77297  4.64779  0.00
H  1.48819  1.20053  -6.62261  0.00
H  0.04619  6.14773  0.09099  0.00
H  2.80019  3.34233  -0.13321  0.00
H  -2.17641  3.81153  -0.66421  0.00
H  4.85489  0.86933  1.50519  0.00
H  1.71319  -0.51867  -5.16401  0.00
H  8.35859  0.32223  0.80699  0.00
H  -3.25701  2.16233  2.10409  0.00
H  -1.96911  -0.88847  6.79019  0.00
H  2.32119  4.98383  -0.39651  0.00
H  -2.69611  0.09823  0.65989  0.00
H  -0.20271  0.95423  -8.14211  0.00
H  1.02919  -3.23917  0.84359  0.00
H  -2.33611  0.25283  4.62709  0.00
H  6.96729  -0.23117  1.66609  0.00
H  -1.60891  3.67143  -2.34711  0.00
H  0.08329  -2.19817  7.15099  0.00
H  -1.37211  5.90143  2.95619  0.00
H  0.28379  -1.35697  -7.54391  0.00
H  0.95999  2.31943  2.80829  0.00
H  -1.29491  -0.84147  -4.97451  0.00
H  -6.42951  -2.69167  -0.15421  0.00
H  0.59319  -5.57177  4.41459  0.00
H  -3.79851  -5.06947  -2.55291  0.00
H  -1.14751  6.17053  -1.21711  0.00
H  0.33889  1.85683  -5.58291  0.00
H  -1.47051  -1.28987  -7.37291  0.00
H  2.72799  -1.35877  -2.27061  0.00
H  -0.07141  -2.10177  -5.23781  0.00
H  -3.39841  4.59233  2.46699  0.00
H  -1.40141  1.08793  -6.83931  0.00

no.,energy (eV)
1,-8402.592
2,-175447.828
3,-119190.142